# 1
60
Properties=species:S:1:pos:R:3 method="wB97M-V/def2-TZVPD" homo_ha=-0.5031 gap_ha=0.2315 total_charge=+2
C 3.59 -4.20 2.35
C 1.98 0.52 -2.11
H -2.46 2.16 2.77
H 3.50 -2.05 -1.58
H 3.78 -3.00 0.54
S 2.83 1.03 -4.74
Te 1.19 -3.45 0.97
C 3.06 -4.04 4.70
O -1.15 -2.00 -1.06
C -2.53 1.40 2.00
H 3.43 -4.71 0.24
C 1.51 -2.97 3.02
C 4.86 0.90 0.61
C 2.37 2.51 -5.47
C 2.04 -3.30 -2.68
C 4.74 -4.92 2.67
C -2.57 -0.53 0.08
H 2.39 -3.70 5.48
C -3.77 0.03 0.44
H -3.09 -2.94 -1.98
C 1.50 3.21 -4.69
C 2.75 -3.76 3.37
H 5.43 0.68 1.50
C -2.32 -1.65 -0.87
N -1.41 -0.17 0.63
Zr 0.59 -0.77 -0.19
H 4.44 -4.96 6.04
H 5.83 2.60 -0.24
C 2.56 -2.10 -2.12
O -3.36 -2.21 -1.40
C -1.37 0.76 1.58
S 3.56 -0.14 0.17
H 5.40 -5.27 1.89
C 0.01 0.94 2.15
H -4.70 -0.29 0.00
C 3.20 0.80 -1.25
C 1.85 -0.97 -2.48
H 0.39 -3.78 -4.04
H 1.64 -1.89 3.08
H 0.63 -3.26 3.59
H 5.94 -5.75 4.24
C 1.93 1.38 -3.33
H 0.62 2.96 -2.66
C 5.05 -5.18 4.00
O 0.29 1.79 2.92
C 0.96 -3.06 -3.47
C 3.27 -3.88 0.91
C 5.03 1.87 -0.31
H 2.48 -4.28 -2.55
H 1.07 4.16 -4.98
O 0.83 -0.01 1.62
H 2.74 2.76 -6.45
C 4.07 1.82 -1.37
O 0.77 0.78 -1.29
H -4.65 1.52 1.73
C -3.73 1.04 1.42
C 4.21 -4.74 5.01
S 0.56 -1.41 -3.55
H 4.03 2.53 -2.18
C 1.26 2.56 -3.44

---

# 2
61
Properties=species:S:1:pos:R:3 method="wB97M-V/def2-TZVPD" homo_ha=-0.3003 gap_ha=0.2626
H 11.03 13.05 5.41
C 13.28 12.84 15.72
C 10.23 10.01 12.60
C 11.43 13.09 8.75
H 13.35 13.84 6.05
H 8.79 12.16 6.19
H 8.24 17.35 10.22
C 10.58 7.87 11.67
H 7.85 14.25 8.71
Br 10.75 5.96 11.90
C 12.47 13.24 9.74
C 5.86 13.38 11.29
H 6.74 15.57 9.68
C 12.79 12.84 12.02
N 7.07 13.60 10.80
H 10.01 13.45 15.75
C 9.53 12.48 6.90
H 5.14 11.79 12.53
C 12.04 13.17 16.20
B 7.60 14.73 9.79
H 10.56 17.78 11.80
Al 10.01 12.71 11.36
C 13.65 13.83 9.41
C 10.68 15.65 11.51
N 8.80 15.40 10.47
H 9.99 10.58 13.49
C 10.53 8.40 10.42
C 13.95 14.10 8.05
C 10.43 8.66 12.77
N 9.83 14.73 10.99
C 9.27 12.40 8.29
N 12.00 12.98 11.04
C 13.07 13.74 7.08
C 11.75 13.19 7.38
C 13.58 12.70 14.35
H 14.62 12.51 13.98
H 10.32 8.11 13.71
H 5.02 14.10 11.17
H 7.76 11.05 12.54
C 10.75 12.92 6.42
H 13.89 12.79 11.81
C 10.13 16.90 11.37
H 11.59 15.40 12.03
C 5.95 12.25 12.08
H 14.33 14.21 10.21
N 10.20 12.69 9.17
C 10.41 9.77 10.27
H 14.91 14.55 7.78
H 10.26 10.10 9.23
C 8.94 16.69 10.67
H 11.81 13.27 17.25
Cl 14.52 12.34 16.84
C 10.98 13.31 15.32
N 7.97 12.69 11.27
C 7.28 11.86 12.06
C 12.47 12.82 13.43
C 11.15 13.02 13.92
C 10.26 10.67 11.34
H 8.33 11.98 8.68
O 10.11 13.11 13.11
H 10.48 7.85 9.52

---

# 3
63
Properties=species:S:1:pos:R:3 method="wB97M-V/def2-TZVPD" s_squared=6.02 multiplicity=5 homo_ha="-0.3771 / -0.3856" gap_ha="0.2360 / 0.1979" total_charge=+1
Ir -0.84 -0.55 -0.59
C 0.98 1.48 0.47
H 2.51 -1.52 -1.20
N -2.44 -0.93 -1.89
C 4.64 -1.27 -1.29
C 2.02 2.20 1.03
C 1.15 4.31 0.22
H -0.76 -1.23 4.82
H 2.78 1.70 1.61
N -1.02 1.51 -0.82
C 0.01 2.22 -0.25
C -1.58 -0.82 4.25
C -1.97 2.15 -1.47
C -4.61 -1.47 -3.51
H -4.40 1.02 4.64
Br -2.52 0.17 6.73
H 7.85 -0.29 -0.84
H -2.76 1.54 -1.90
C -4.78 -1.30 -2.15
C 5.69 -0.49 0.71
H 1.21 5.39 0.13
C -1.98 3.54 -1.62
H 4.71 -1.60 -2.32
C 3.40 -1.23 -0.67
C -3.69 0.24 2.78
H -2.79 4.00 -2.17
C -2.68 -0.49 2.15
C -3.76 -0.89 0.10
H -4.48 0.70 2.20
O 1.25 -2.15 1.44
H -1.26 -1.01 -3.57
H 4.38 -0.12 2.38
C 2.09 3.60 0.90
S -0.29 -2.72 -0.70
C -3.68 -1.04 -1.36
C -3.64 0.44 4.14
S 1.76 -0.81 1.47
C 7.14 -0.99 -1.28
H -3.16 -1.49 -5.10
H 7.56 -2.00 -1.17
C -1.62 -1.01 2.88
S -0.82 -4.40 -3.93
H -4.73 -0.98 0.58
C 0.07 3.62 -0.37
C -0.96 4.27 -1.08
C 5.80 -0.91 -0.61
O 1.92 -0.17 2.75
H 7.06 -0.78 -2.35
S -1.98 -3.85 -1.01
H 6.58 -0.20 1.26
H -5.46 -1.68 -4.15
C 3.32 -0.81 0.65
C -2.58 -0.10 4.87
H -5.76 -1.39 -1.69
N -2.69 -0.69 0.74
C 4.46 -0.44 1.35
H -0.94 5.35 -1.18
C -2.28 -1.09 -3.20
C -3.34 -1.36 -4.05
H -0.84 -1.57 2.38
Sb -0.93 -5.81 -2.02
N 0.77 0.09 0.50
H 2.92 4.11 1.36

---

# 4
58
Properties=species:S:1:pos:R:3 method="wB97M-V/def2-TZVPD" homo_ha=-0.1429 gap_ha=0.2242 total_charge=-1
C 0.88 5.29 0.27
C -0.56 4.04 -1.15
H -0.35 6.18 -1.24
Cl 0.79 -3.74 -1.18
C -2.20 -0.44 -2.37
C -1.85 -3.98 1.90
C 3.95 1.50 4.55
H -3.23 -5.56 2.65
H 5.22 -0.05 -0.89
H 5.75 1.77 3.44
C 2.64 0.99 4.54
N -3.99 -3.87 1.55
H -3.44 -1.16 -0.37
H -0.85 -4.25 2.21
C 5.08 0.63 1.12
C -2.97 -1.31 -3.17
C -2.35 0.92 -2.74
H -4.62 -1.04 0.96
K -0.30 -0.91 -0.08
N -2.10 -2.83 1.18
H 2.00 1.08 5.41
H -2.92 -2.38 -2.97
H -4.90 -2.15 -0.39
H 1.10 1.96 0.97
C -3.79 -0.90 -4.22
H 1.30 6.23 0.60
C -3.17 1.36 -3.78
H 4.33 1.99 5.44
C -0.17 2.85 -0.52
N -0.76 1.70 -1.01
C 4.59 0.02 0.00
C 4.26 0.74 2.27
C 4.74 1.38 3.44
C -3.39 -2.79 0.98
C 0.77 2.88 0.51
H -3.25 2.42 -4.02
H 2.58 -3.03 -2.50
C -3.90 0.46 -4.53
H -4.54 0.79 -5.34
C -0.05 5.27 -0.75
C 2.94 0.20 2.22
Cl 1.39 -4.41 -3.98
C 2.40 -0.44 1.05
H -4.97 -4.08 1.51
H 2.70 -4.77 -2.07
S -1.70 3.66 -2.40
H -4.35 -1.63 -4.80
C 3.27 -0.49 -0.01
C -1.58 1.94 -1.99
H 6.08 1.04 1.15
C 2.17 0.37 3.41
C -3.01 -4.64 2.14
H 2.95 -0.96 -0.95
C 2.04 -3.97 -2.40
H 2.02 4.14 1.69
C 1.29 4.10 0.90
C -4.14 -1.73 0.26
I 0.20 -0.36 3.48